Model a:
The following is a DFT calculation (wB97M-V/def2-TZVPD) of the ion C4H6N3O2 with charge +1.

Each line ends with the natural charge from an NBO analysis.
Atoms and positions in Å:
C (2.82, 0.29, -0.75)  -0.3526
C (1.84, -0.24, -0.08)  0.0782
C (1.04, -0.91, 0.69)  -0.1797
N (-0.42, -1.01, 0.37)  -0.4928
C (-1.05, 0.10, 0.12)  0.6218
N (-0.87, 1.39, 0.24)  -0.7139
N (-2.48, -0.26, -0.36)  0.4986
O (-3.26, 0.61, -0.05)  -0.3115
O (-2.77, -1.34, -0.79)  -0.2882
H (3.30, 1.20, -0.48)  0.2516
H (3.29, -0.31, -1.41)  0.2438
H (1.39, -1.55, 1.52)  0.2668
H (-0.92, -1.87, 0.23)  0.4718
H (-0.27, 1.89, 0.81)  0.4424
H (-1.63, 2.01, -0.06)  0.4637

Values from the calculation:
net charge	+1
molar mass	128.11	g/mol
E_LUMO	-5.45	eV
spin multiplicity	1

=====

Model b:
The following is a DFT calculation (wB97M-V/def2-TZVPD) of the ion C4H6N3O2 with charge +1.

Each line ends with the natural charge from an NBO analysis.
Atoms and positions in Å:
C (-1.70, -1.58, -1.46)  -0.2589
O (-0.69, -0.54, -1.52)  -0.4133
C (-0.18, 0.03, -0.52)  0.7776
N (-0.51, -0.33, 0.75)  -0.3481
N (0.19, 0.12, 1.78)  0.3690
O (-0.17, -0.09, 2.93)  -0.2420
C (1.29, 0.97, 1.58)  -0.1305
C (1.57, 1.38, 0.35)  0.0730
N (0.79, 1.00, -0.75)  -0.5164
H (-1.54, -1.87, -0.44)  0.2202
H (-1.54, -2.43, -2.16)  0.2418
H (-2.66, -1.14, -1.61)  0.2232
H (1.75, 1.15, 2.53)  0.2820
H (2.50, 1.95, 0.15)  0.2783
H (0.91, 1.38, -1.61)  0.4440

Values from the calculation:
net charge	+1
molar mass	128.11	g/mol
E_LUMO (spin up / spin down)	-5.65 / -5.65	eV
spin multiplicity	1

=====

In terms of stability, model b leads; the second structure lies 1.954 eV higher.

=====

Model a:
The following is a DFT calculation (wB97M-V/def2-TZVPD) of a cluster of 6 separate species, C12H24O24S6 in total.

Each line ends with the natural charge from an NBO analysis.
Atoms and positions in Å:
O (14.57, 21.03, 13.34)  -0.8123
S (15.68, 21.44, 14.30)  2.4088
O (16.68, 20.43, 14.67)  -0.8521
O (16.45, 22.79, 13.79)  -0.6663
C (17.11, 23.39, 14.84)  -0.1149
C (16.11, 23.30, 15.99)  -0.1096
O (15.15, 22.42, 15.59)  -0.6598
H (18.03, 22.81, 14.98)  0.1973
H (17.41, 24.43, 14.77)  0.2161
H (15.70, 24.19, 16.47)  0.2108
H (16.60, 22.74, 16.79)  0.1835
O (7.19, 16.51, 7.59)  -0.8374
S (7.52, 16.81, 8.99)  2.4295
O (8.84, 17.39, 9.38)  -0.8484
O (6.21, 17.70, 9.57)  -0.6710
C (6.04, 17.49, 10.98)  -0.1155
C (6.32, 15.99, 11.13)  -0.0865
O (7.06, 15.59, 10.00)  -0.6779
H (6.72, 17.99, 11.66)  0.2049
H (4.97, 17.57, 11.13)  0.2169
H (5.41, 15.39, 11.17)  0.1888
H (6.82, 15.77, 12.08)  0.1962
O (12.49, 16.66, 19.21)  -0.8709
S (13.49, 17.74, 19.03)  2.4440
O (13.61, 18.13, 17.64)  -0.8495
O (13.05, 19.04, 19.97)  -0.6599
C (13.90, 19.14, 21.05)  -0.0974
C (14.77, 17.90, 21.16)  -0.1022
O (14.90, 17.51, 19.86)  -0.6531
H (14.57, 19.97, 20.80)  0.1738
H (13.38, 19.41, 21.98)  0.2056
H (14.34, 17.07, 21.70)  0.1969
H (15.74, 18.26, 21.51)  0.2131
O (2.91, 17.37, 18.56)  -0.8905
S (1.91, 17.98, 19.38)  2.4794
O (0.59, 17.38, 19.42)  -0.8468
O (2.53, 18.20, 20.92)  -0.6740
C (3.51, 19.23, 20.92)  -0.0992
C (2.92, 20.24, 19.86)  -0.1099
O (1.90, 19.61, 19.11)  -0.6670
H (3.51, 19.66, 21.92)  0.2084
H (4.52, 18.89, 20.68)  0.2007
H (3.59, 20.74, 19.16)  0.2052
H (2.35, 21.05, 20.31)  0.1934
O (12.23, 26.78, 13.26)  -0.8866
S (11.43, 27.11, 12.08)  2.4782
O (10.81, 28.41, 11.86)  -0.8400
O (12.48, 26.79, 10.81)  -0.6967
C (12.65, 25.40, 10.64)  -0.1029
C (11.19, 24.99, 10.75)  -0.0981
O (10.48, 25.93, 11.60)  -0.6837
H (13.09, 25.35, 9.64)  0.2213
H (13.25, 24.98, 11.45)  0.1948
H (11.11, 23.99, 11.17)  0.2070
H (10.86, 24.98, 9.71)  0.2064
O (8.76, 18.35, 15.54)  -0.8378
S (8.57, 19.72, 16.07)  2.4589
O (7.22, 20.01, 16.53)  -0.8901
O (9.58, 20.15, 17.26)  -0.6756
C (9.95, 21.50, 17.14)  -0.1023
C (10.18, 21.64, 15.63)  -0.0952
O (9.14, 20.92, 15.07)  -0.6720
H (9.03, 22.03, 17.39)  0.1863
H (10.74, 21.85, 17.80)  0.2217
H (11.12, 21.14, 15.37)  0.1937
H (10.21, 22.68, 15.29)  0.2114

Values from the calculation:
net charge	0
molar mass	744.70	g/mol
E_LUMO	-0.06	eV
spin multiplicity	1

=====

Model b:
The following is a DFT calculation (wB97M-V/def2-TZVPD) of a structure of composition C12H24O24S6.

Each line ends with the natural charge from an NBO analysis.
Atoms and positions in Å:
C (5.50, 31.34, 23.57)  -0.1008
C (5.46, 29.89, 24.02)  -0.1102
O (4.18, 29.78, 24.64)  -0.6737
S (3.07, 30.63, 23.73)  2.4603
O (2.43, 31.60, 24.62)  -0.8882
O (2.24, 29.80, 22.86)  -0.8747
O (4.29, 31.32, 22.85)  -0.6916
H (6.41, 31.63, 23.06)  0.2296
H (5.29, 32.09, 24.35)  0.1960
H (6.24, 29.83, 24.78)  0.2324
H (5.41, 29.24, 23.14)  0.2188
C (10.73, 31.03, 23.61)  -0.0909
C (11.03, 30.83, 22.05)  -0.1100
O (10.22, 29.81, 21.54)  -0.6459
S (9.00, 29.43, 22.60)  2.4215
O (9.30, 28.09, 23.20)  -0.8629
O (7.64, 29.50, 22.07)  -0.8626
O (9.38, 30.68, 23.68)  -0.6643
H (10.87, 32.06, 23.92)  0.2182
H (11.29, 30.36, 24.26)  0.2042
H (12.08, 30.57, 21.96)  0.1987
H (11.03, 31.71, 21.41)  0.1960
C (-0.85, 28.84, 22.72)  -0.0975
C (-1.69, 29.32, 21.48)  -0.1229
O (-2.98, 29.58, 21.90)  -0.6586
S (-3.40, 28.47, 23.03)  2.4847
O (-3.63, 27.17, 22.42)  -0.8890
O (-4.28, 28.94, 24.06)  -0.8617
O (-1.89, 28.56, 23.70)  -0.6944
H (-0.17, 29.64, 23.01)  0.2136
H (-0.30, 27.92, 22.51)  0.2023
H (-1.81, 28.61, 20.66)  0.1938
H (-1.41, 30.31, 21.13)  0.2259
C (1.95, 37.31, 23.58)  -0.1039
C (2.61, 37.77, 24.89)  -0.1149
O (3.34, 36.71, 25.41)  -0.6365
S (3.98, 35.90, 24.13)  2.4462
O (4.05, 34.46, 24.47)  -0.8673
O (5.19, 36.51, 23.61)  -0.8735
O (2.74, 36.28, 23.09)  -0.6601
H (1.97, 37.99, 22.73)  0.2180
H (0.95, 37.10, 23.94)  0.1927
H (1.81, 37.96, 25.61)  0.2078
H (3.15, 38.70, 24.70)  0.1954
C (7.53, 33.70, 27.54)  -0.0959
C (6.79, 33.37, 26.28)  -0.1108
O (7.41, 32.23, 25.72)  -0.6868
S (8.22, 31.38, 26.84)  2.4715
O (9.64, 31.41, 26.56)  -0.8840
O (7.56, 30.07, 26.94)  -0.8507
O (7.88, 32.48, 28.05)  -0.6593
H (6.89, 34.27, 28.21)  0.2069
H (8.48, 34.24, 27.49)  0.1834
H (6.90, 34.18, 25.56)  0.2219
H (5.79, 33.25, 26.70)  0.2071
C (-0.03, 34.37, 22.72)  -0.1135
C (0.31, 32.87, 22.38)  -0.0877
O (-0.66, 32.63, 21.28)  -0.7203
S (-1.44, 33.97, 20.61)  2.4638
O (-2.79, 33.66, 20.17)  -0.8209
O (-0.61, 34.75, 19.71)  -0.8744
O (-1.31, 34.64, 22.14)  -0.6757
H (0.87, 34.93, 22.44)  0.1965
H (-0.05, 34.51, 23.80)  0.1989
H (0.18, 32.40, 23.36)  0.2247
H (1.32, 32.78, 21.97)  0.2054

Values from the calculation:
net charge	0
molar mass	744.70	g/mol
E_LUMO	-0.14	eV
spin multiplicity	1

=====

In terms of stability, model b leads; the second structure lies 0.581 eV higher.